Entry 1:
Below is C23H43Cl2IMgN3O4Si as an isolated structure at a distorted geometry, with properties calculated with ωB97M-V/def2-TZVPD.

Computed properties:
Spin multiplicity: 1
LUMO: 0.0721 hartree
Total charge: -1
Molar mass: 675.815 g mol⁻¹
Energy above the lowest of the compared OMol25 structures with the same formula, charge and spin: 400.7 kJ/mol
Maximum force: 0.0768 Eh/bohr
Gap between HOMO and LUMO: 0.1574 Ha

XYZ file:
```
78
Properties=species:S:1:pos:R:3:lowdin_charge:R:1
C 4.2193 -0.5288 -1.0387 -0.0334
C 3.1227 -0.3769 -2.0704 -0.3005
H 5.0439 -1.1634 -1.3877 0.0572
H 3.7427 -0.9959 -0.1618 0.0791
H 4.6132 0.4528 -0.7244 0.0816
C 3.1952 -0.8018 -3.3566 -0.1856
C 4.2656 -1.6782 -3.9007 -0.1690
H 2.3737 -0.5812 -4.0363 0.0759
H 4.7702 -2.3051 -3.1471 0.0541
H 5.0326 -1.0890 -4.4263 0.0535
H 3.8242 -2.3651 -4.6398 0.0491
Mg -1.3062 0.0859 1.1031 0.3550
Cl -1.0323 -1.3353 4.2641 0.1664
C -1.8310 2.2580 -1.0190 -0.2622
O -1.7413 1.0747 -0.5812 -0.1134
N -2.7438 2.5912 -1.9280 -0.1534
C -3.6870 1.5839 -2.4038 -0.0237
C -2.7751 3.9048 -2.5630 -0.0376
H -1.1612 3.0492 -0.6673 0.0591
H -3.7620 0.7775 -1.6719 0.0863
H -3.3618 1.1663 -3.3677 0.0833
H -4.6616 2.0622 -2.5397 0.0866
H -2.0291 4.5532 -2.0876 0.0990
H -3.7798 4.3413 -2.4418 0.0872
H -2.5479 3.8170 -3.6397 0.0851
H -4.8446 1.6958 4.4080 0.0919
H -2.9396 2.9344 6.0409 0.0904
C -4.0444 0.9875 4.1706 -0.0231
C -2.3708 2.0410 5.7361 -0.0282
N -2.7539 1.6355 4.3878 -0.1669
H -4.0931 0.6972 3.1182 0.0865
C -1.8989 1.6521 3.3936 -0.2991
O -2.2186 1.1988 2.2587 -0.1449
H -1.2996 2.2850 5.7078 0.0949
H -0.8827 2.0329 3.5678 0.0988
H -4.1202 0.0908 4.7992 0.0949
H -2.5457 1.2214 6.4524 0.0972
H 1.3145 -3.0453 -0.6406 0.0862
H 0.2195 -2.8094 -3.3828 0.0959
C 0.3681 -3.6018 -0.5839 -0.0252
C -0.6061 -3.3222 -2.8628 -0.0485
N -0.6313 -2.9822 -1.4490 -0.1533
H 0.0170 -3.5879 0.4467 0.0798
C -1.4999 -2.0815 -0.9469 -0.2709
O -1.5456 -1.7633 0.2616 -0.1287
H -1.5541 -3.0366 -3.3279 0.0880
H -2.2027 -1.6276 -1.6651 0.1438
H 0.5279 -4.6244 -0.9422 0.0850
H -0.4500 -4.4054 -2.9552 0.0873
O 1.7210 -0.9536 -1.0204 -0.3002
C 1.8510 0.2913 -1.5566 -0.4334
C -0.1030 0.1978 -3.2008 -0.0478
C 0.9087 0.9248 -2.5736 -0.1614
H -0.3160 -0.7988 -2.8100 0.0751
C -0.7733 0.7310 -4.2988 -0.1243
H 2.0151 0.9953 -0.7229 -0.0069
C 1.1058 2.2592 -2.9489 -0.0363
H -1.5093 0.0999 -4.8244 0.0985
C -0.5110 2.0219 -4.7278 -0.1456
C 0.4147 2.8095 -4.0285 -0.1036
H 1.8164 2.8756 -2.3853 0.1108
H -1.0254 2.4253 -5.6169 0.0945
H 0.5938 3.8470 -4.3436 0.0984
Si 1.1798 -1.3856 3.7094 0.0078
Cl 0.7560 -0.7238 1.5684 0.4072
C 0.9910 -3.2780 4.0494 -0.2893
C 1.3262 0.2754 4.6709 -0.2864
C 3.1262 -1.5521 3.8368 -0.2704
H 0.3663 -3.7587 3.2853 0.0068
H 0.5206 -3.4898 5.0208 0.0030
H 1.9611 -3.7944 4.0444 0.0078
H 3.5226 -2.3941 3.2546 0.0059
H 3.4413 -1.7033 4.8863 0.0301
H 3.6279 -0.6416 3.4821 0.0155
H 1.0110 1.1180 4.0323 -0.0310
H 2.3788 0.4857 4.9253 0.0147
H 0.7557 0.3289 5.6127 -0.0003
I 1.1181 2.7053 1.1201 -0.0511
```


Entry 2:
Below is C16H10F4N6O3Os as an isolated structure at a distorted geometry, with properties calculated with ωB97M-V/def2-TZVPD.

Computed properties:
Spin multiplicity: 1
LUMO (alpha / beta): -0.3608 / -0.3608 hartree
Total charge: +2
Molar mass: 600.517 g mol⁻¹
Energy above the lowest of the compared OMol25 structures with the same formula, charge and spin: 12.4 kJ/mol
Maximum force: 0.0227 Eh/bohr
Gap between HOMO and LUMO (alpha / beta): 0.2100 / 0.2101 Ha

XYZ file:
```
40
Properties=species:S:1:pos:R:3:lowdin_charge:R:1
Os 0.0971 -2.6858 0.7322 1.6613
N 1.5011 -3.0748 -0.6890 -0.0293
N 2.6656 -3.5117 0.0133 0.0623
C 2.5817 -3.7772 1.3702 -0.6019
O 3.4732 -4.1290 2.0546 0.2214
O 1.3120 -3.5596 1.8765 -0.1711
H 1.1797 -3.8293 -1.3060 0.1530
H 1.7288 -2.2790 -1.2872 0.1486
H 3.5624 -3.3667 -0.4283 0.1799
F -1.3148 4.3353 1.5180 0.1731
C -0.3662 4.1239 0.6284 -0.1274
C 0.1268 5.1793 -0.0722 -0.1037
F -0.3538 6.3688 0.1652 0.2033
C 1.1619 5.0277 -1.0652 0.0106
C 1.6101 3.6747 -1.2887 -0.1114
C 1.0897 2.6367 -0.5941 -0.1251
F 1.5380 1.4012 -0.8382 0.1259
C 0.1019 2.7989 0.4110 0.0286
C -0.3828 1.7052 1.1689 -0.1102
C -0.0854 0.3951 0.8865 -0.0580
N 0.0652 -0.7625 0.7957 -0.0097
C -1.2253 1.8226 2.3236 -0.1641
N -1.8948 1.8006 3.2570 0.2361
F 2.5397 3.4376 -2.1787 0.1891
C 1.6923 6.0990 -1.7444 -0.0460
C 2.7444 5.9745 -2.6979 -0.1109
N 3.6065 5.9355 -3.4583 0.2916
C 1.2526 7.4413 -1.5658 -0.1077
N 0.9091 8.5371 -1.4920 0.2991
C -2.4217 -5.5474 0.6047 -0.0272
C -2.4304 -4.0397 0.6060 -0.4428
C -3.5766 -3.3908 -0.1381 -0.0289
O -1.1874 -3.6174 -0.1190 -0.3424
H -3.2452 -5.8971 1.2287 0.1101
H -1.4983 -5.9457 1.0250 0.0901
H -2.5637 -5.9372 -0.4020 0.1014
H -2.3648 -3.6499 1.6322 0.1409
H -3.7544 -3.8867 -1.0907 0.1003
H -3.3959 -2.3302 -0.3114 0.0839
H -4.4781 -3.4775 0.4695 0.1075
```


Entry 3:
Below is H10O11SV as an isolated structure at a distorted geometry, with properties calculated with ωB97M-V/def2-TZVPD.

Computed properties:
Spin multiplicity: 1
LUMO: -0.0047 hartree
Total charge: -1
Molar mass: 269.080 g mol⁻¹
Energy above the lowest of the compared OMol25 structures with the same formula, charge and spin: 687.6 kJ/mol
Maximum force: 0.1159 Eh/bohr
Gap between HOMO and LUMO: 0.1290 Ha

XYZ file:
```
23
Properties=species:S:1:pos:R:3:lowdin_charge:R:1
O -30.0741 -28.2417 1.0301 -0.4000
V -31.1844 -28.8063 -0.0101 1.0473
O -32.6070 -28.1610 0.3354 -0.4021
S -31.8020 -32.4444 3.0645 0.0545
O -31.3702 -32.1327 1.7405 -0.3032
O -33.0109 -33.1870 3.0199 -0.3610
O -30.7798 -33.2810 3.6604 -0.3454
O -31.9363 -31.1921 3.7742 -0.3163
O -36.3761 -25.2559 1.0664 -0.0570
H -36.2790 -25.1736 0.1177 0.0241
H -36.4576 -26.1974 1.2185 0.0325
O -32.3795 -30.7307 -3.2960 -0.0518
H -32.4120 -30.5235 -4.2300 0.0278
H -32.4040 -31.6870 -3.2614 0.0359
O -30.1224 -26.3322 -2.8166 -0.0518
H -30.6701 -25.5962 -3.0898 0.0317
H -29.2574 -26.1336 -3.1749 0.0313
O -30.7744 -22.8629 1.1951 -0.0582
H -30.4519 -23.4870 1.8452 0.0322
H -31.5675 -22.4968 1.5867 0.0263
O -27.4688 -30.6377 -2.2228 -0.0561
H -27.1110 -31.2725 -1.6022 0.0353
H -28.0145 -31.1589 -2.8116 0.0241
```


Entry 4:
Below is a 3-piece molecular cluster, C37H39ClF10N2O8P2S overall at a distorted geometry, with properties calculated with ωB97M-V/def2-TZVPD.

Computed properties:
Spin multiplicity: 1
LUMO: -0.0848 hartree
Molar mass: 959.173 g mol⁻¹
Maximum force: 0.1537 Eh/bohr
Gap between HOMO and LUMO: 0.2263 Ha

XYZ file:
```
100
Properties=species:S:1:pos:R:3:lowdin_charge:R:1
C 3.0894 -3.9913 4.0295 -0.0274
C 1.9912 -3.6720 4.9868 -0.1625
C 0.7811 -2.6004 4.7002 -0.1757
C 1.1008 -1.4880 3.5342 -0.0278
C 0.1023 -1.5017 2.1897 -0.0101
C -1.1229 -2.5618 1.9540 -0.1687
C -0.5871 -4.0659 1.5667 -0.1471
C 0.5732 -4.1163 0.4108 -0.2260
O 1.9460 -3.8065 0.9077 -0.1618
C 0.3749 -0.3705 1.0328 0.0332
C 1.6291 0.7382 1.1258 -0.0141
C 2.6017 0.7591 2.4350 -0.2876
P 4.0181 1.9852 2.7038 0.6367
O 4.2072 3.1801 1.4720 -0.4112
Cl 5.7993 0.7589 2.5189 0.1187
C 2.3183 -0.3480 3.6566 -0.0881
C 3.1891 -0.4035 5.0609 -0.1723
C 2.2023 0.1422 6.2962 -0.1800
C 1.0277 1.1683 5.7910 -0.1391
F 0.3831 1.9224 6.9262 -0.1623
C 1.7556 1.7546 -0.1490 -0.1991
O 2.8105 2.0217 -0.9028 -0.0150
C 0.2821 2.3969 -0.6254 -0.0983
C 0.0776 4.0196 -0.9252 -0.1253
C 0.2578 4.7469 0.5451 -0.0678
C 0.5040 6.3948 0.4350 -0.1888
F -0.5566 7.1853 1.1195 0.0024
F 0.2986 6.6875 -1.0357 -0.0226
C 2.0378 6.8422 0.7618 -0.2145
F 2.4056 8.0058 -0.1068 0.0180
F 2.9149 5.7100 0.2771 0.0012
S 2.4563 7.1992 2.5361 1.0837
F 3.5368 5.8651 2.5738 -0.2090
F 3.8092 8.1574 1.9780 -0.2002
F 1.4992 8.6166 2.6295 -0.1738
F 1.2498 6.1762 3.1847 -0.1797
F 2.9423 7.5235 4.1729 -0.1877
C -0.8512 1.3875 -0.7068 -0.2339
P -2.6653 1.9147 -1.1857 0.8919
C -3.0636 3.2690 0.1592 -0.3326
C -3.8476 0.4565 -0.6752 -0.3360
C -0.5910 -0.2260 -0.3290 -0.2163
O -1.0475 -1.2487 -1.0466 -0.0528
H 3.6476 -3.1823 3.3683 0.0798
H 3.4644 -5.1126 3.9851 0.0735
H 2.0092 -4.1915 6.0597 0.1107
H 0.5051 -1.9757 5.6786 0.1050
H -0.1904 -3.2547 4.4856 0.1099
H -1.6767 -2.6701 3.0055 0.1158
H -1.9462 -2.2208 1.1977 0.1053
H -0.1364 -4.5415 2.5553 0.1164
H -1.4680 -4.7669 1.1802 0.1335
H 0.6391 -5.2441 0.0250 0.1082
H 0.3506 -3.4732 -0.5465 0.1129
H 2.5259 -3.5714 0.1029 0.1156
H 4.8022 2.8952 0.7174 0.0677
H 3.6539 -1.4599 5.2921 0.1099
H 4.1110 0.3508 5.0710 0.0863
H 1.7875 -0.7432 6.9611 0.1081
H 2.9052 0.7730 7.0250 0.1267
H 0.1279 0.6046 5.2474 0.1293
H 1.5292 1.9923 5.1163 0.1216
H -0.9809 4.2520 -1.4221 0.1078
H 0.9357 4.2988 -1.6991 0.1407
H 1.0647 4.2010 1.1927 0.1269
H -0.7723 4.6457 1.1345 0.1244
H -4.1746 3.1591 0.5565 0.0558
H -2.3763 3.0788 1.1156 0.0567
H -2.9029 4.3404 -0.3042 0.0432
H -4.8766 0.8882 -0.2595 0.0639
H -3.3831 -0.1463 0.2426 0.0484
H -4.1134 -0.2537 -1.5646 0.0310
O -5.4244 0.6534 -2.9028 -0.0006
N -6.0774 1.0214 -3.8907 -0.3025
O -7.0828 1.7442 -3.8375 0.0731
C -5.6320 0.5655 -5.2129 -0.1369
C -4.5219 -0.2839 -5.3167 0.0046
C -4.1176 -0.7337 -6.5751 -0.0659
C -4.8133 -0.3346 -7.7175 -0.0728
C -5.9121 0.5198 -7.6121 -0.0665
C -6.3276 0.9739 -6.3588 0.0011
H -3.9692 -0.6041 -4.4361 0.1178
H -3.2613 -1.3986 -6.6655 0.1082
H -4.4978 -0.6925 -8.6960 0.1081
H -6.4473 0.8287 -8.5073 0.1089
H -7.1878 1.6368 -6.2932 0.1197
O 0.8948 -8.0846 -2.1921 0.0665
N 0.4600 -6.9320 -2.3341 -0.3176
O -0.4038 -6.4142 -1.6118 0.0361
C 1.0017 -6.1280 -3.4362 -0.1400
C 1.9530 -6.6868 -4.3007 0.0003
C 2.4467 -5.9253 -5.3617 -0.0674
C 1.9973 -4.6178 -5.5531 -0.0731
C 1.0576 -4.0602 -4.6843 -0.0649
C 0.5544 -4.8130 -3.6214 -0.0015
H 2.3134 -7.7042 -4.1652 0.1194
H 3.1804 -6.3523 -6.0422 0.1089
H 2.3809 -4.0298 -6.3851 0.1081
H 0.7144 -3.0396 -4.8383 0.1093
H -0.1798 -4.3652 -2.9550 0.1138
```